Record 1
75
Properties=species:S:1:pos:R:3 method="wB97M-V/def2-TZVPD" orbital_gap_ev="5.59 / 5.62" spin_multiplicity=4 total_charge=+2 e_tot_ha=-2914.7499 homo_energy_ha="-0.4375 / -0.4383" mol_weight_g_mol=623.83 e_above_lowest_kcal_mol=56.2
Er -0.4540 1.0299 -0.0721
P 1.0509 1.5913 -2.2429
P 0.6409 -2.7831 0.9753
N -0.5239 -1.0529 -1.4616
C -0.2775 0.7592 -3.2415
H -1.1811 1.3661 -3.1484
H 0.0345 0.8457 -4.2892
C -0.6216 -0.6974 -2.9027
H -1.6840 -0.8887 -3.1814
H 0.0431 -1.3638 -3.5039
C -1.1123 -2.3758 -1.2529
H -0.5976 -3.0915 -1.9003
H -2.1711 -2.3201 -1.5163
C -0.9833 -2.8963 0.1594
H -1.2527 -3.9598 0.2077
H -1.6678 -2.3714 0.8296
C 0.3018 -2.6556 2.7770
C -0.4906 -1.4120 3.1639
H -1.4356 -1.3285 2.6305
H 0.0697 -0.4881 3.0035
H -0.7444 -1.4572 4.2277
C 1.6445 -4.2736 0.6499
C 3.1442 -4.0711 0.9882
H 3.7419 -4.8803 0.5331
H 3.3282 -4.0804 2.0755
H 3.5376 -3.1255 0.5877
C 2.5674 1.7936 -3.1961
C 3.5988 2.7078 -2.4843
H 4.5592 2.6724 -3.0303
H 3.7857 2.3437 -1.4620
H 3.2656 3.7602 -2.4317
C 0.2703 3.1873 -1.6901
C 0.9632 3.7843 -0.4440
H 0.2370 4.3801 0.1330
H 1.7694 4.4644 -0.7561
H 1.4048 3.0328 0.2458
C 1.4901 -1.4588 -0.0563
C 1.0685 -5.5478 1.2919
H -0.0281 -5.5652 1.2312
H 1.4358 -6.4322 0.7426
H 1.3593 -5.6558 2.3526
C 2.3220 2.1973 -4.6665
H 3.2893 2.3113 -5.1861
H 1.7499 1.4204 -5.1959
H 1.7779 3.1504 -4.7559
C 0.1883 4.1664 -2.8665
H -0.4079 5.0369 -2.5569
H 1.1783 4.5370 -3.1666
H -0.3153 3.7298 -3.7405
C 1.5095 -2.8353 3.7025
H 2.3225 -2.1407 3.4654
H 1.2157 -2.6328 4.7436
H 1.9222 -3.8504 3.6942
H -0.3552 -3.5236 2.9585
H -0.7849 2.9284 -1.4261
H 1.5769 -4.3991 -0.4476
H 3.0138 0.7742 -3.2201
O 1.2520 -0.1844 0.3580
H 0.8319 -1.3274 -1.0648
H 2.3554 -1.9061 -0.6025
N -6.2049 1.6203 2.1474
C -5.0595 1.1718 1.5750
O -5.0485 0.3320 0.6599
C -3.7995 1.7603 2.0817
C -3.7197 2.8096 2.9986
C -2.4663 3.2998 3.3796
C -1.2890 2.7727 2.8395
N -1.3834 1.7974 1.8809
C -2.6080 1.2663 1.5448
H -7.0657 1.1754 1.8757
H -6.2459 2.1778 2.9855
H -4.6049 3.2641 3.4321
H -2.3513 4.1128 4.0859
H -0.2817 3.1015 3.1036
H -2.6005 0.3998 0.8418

Record 2
77
Properties=species:S:1:pos:R:3 method="wB97M-V/def2-TZVPD" orbital_gap_ev="6.54 / 7.33" spin_multiplicity=3 e_tot_ha=-3551.2363 homo_energy_ha="-0.2369 / -0.2731" mol_weight_g_mol=673.42 e_above_lowest_kcal_mol=0.0
Ti -0.4411 -0.4090 1.8600
C 0.2210 -2.7203 1.7570
C -0.3726 -2.3731 0.5280
C 0.4506 -1.3972 -0.0787
C 1.5506 -1.1459 0.7704
C 1.3999 -1.9572 1.9132
H -0.1676 -3.4193 2.4797
H -1.2874 -2.7703 0.1168
H 0.2285 -0.9007 -1.0101
H 2.3345 -0.4241 0.6027
H 2.0455 -1.9696 2.7754
C 1.5373 4.1153 2.2133
Si 0.7214 2.5623 2.8969
C 2.1713 1.4587 3.3560
C -0.2561 3.0723 4.4206
N -0.2995 1.7050 1.7826
C -1.2874 2.3472 1.0862
C -1.5840 3.7283 1.0953
C -2.5977 4.2687 0.3178
C -3.3862 3.4776 -0.5099
C -3.1323 2.1125 -0.5484
C -2.1217 1.6187 0.2318
F -1.8561 0.2554 0.1613
H 2.4359 4.3070 2.8091
H 0.9222 5.0164 2.2623
H 1.8539 3.9738 1.1772
H 2.5802 1.7727 4.3220
H 2.9699 1.5600 2.6140
H 1.9136 0.4052 3.4318
H 0.3311 3.7383 5.0607
H -0.5432 2.2013 5.0136
H -1.1658 3.6097 4.1342
H -1.0004 4.3874 1.7258
H -2.7746 5.3364 0.3634
H -4.1697 3.9088 -1.1167
H -3.6923 1.4332 -1.1793
N -2.5942 -2.2937 3.6699
C -1.8742 -1.1167 3.5403
N -2.5164 -0.0455 2.8939
S -0.4554 -0.7480 4.3949
H -3.1419 -2.5642 2.8638
H -2.0365 -3.0567 4.0209
H -3.4312 -0.2161 2.5011
H -2.4603 0.8460 3.3722
C -3.8672 -1.1569 -4.8939
Si -2.9970 0.1268 -5.9439
C -3.1123 -0.3469 -7.7525
C -3.7758 1.8074 -5.6707
C -1.1810 0.2004 -5.4598
Te -0.9402 0.8331 -3.4287
C 1.2154 0.7492 -3.4134
Si 1.9588 2.4296 -3.0222
C 1.6380 3.5809 -4.4627
C 1.1802 3.1013 -1.4578
C 3.8062 2.2282 -2.7711
H -4.9315 -1.2040 -5.1401
H -3.7772 -0.9239 -3.8297
H -3.4423 -2.1513 -5.0534
H -4.1539 -0.4150 -8.0775
H -2.6414 -1.3165 -7.9344
H -2.6128 0.3922 -8.3843
H -4.8106 1.8176 -6.0236
H -3.2298 2.5857 -6.2103
H -3.7772 2.0807 -4.6122
H -0.6575 0.9135 -6.1008
H -0.7150 -0.7802 -5.5761
H 1.5036 0.3999 -4.4073
H 1.5270 -0.0143 -2.6989
H 0.5646 3.7009 -4.6310
H 2.0881 3.1974 -5.3824
H 2.0609 4.5707 -4.2722
H 0.1106 3.2912 -1.5881
H 1.6501 4.0480 -1.1750
H 1.2924 2.4096 -0.6151
H 4.2864 1.8151 -3.6620
H 4.0162 1.5542 -1.9357
H 4.2799 3.1887 -2.5510

Record 3
73
Properties=species:S:1:pos:R:3 method="wB97M-V/def2-TZVPD" orbital_gap_ev="6.34 / 4.18" spin_multiplicity=5 total_charge=+4 e_tot_ha=-4500.6874 homo_energy_ha="-0.7060 / -0.7039" mol_weight_g_mol=701.57
Pt 0.4152 0.1333 -0.6397
P 1.9206 1.3273 -1.8072
P -1.6940 1.0642 -1.2186
P 1.6036 -0.9032 1.1202
H -2.4251 -1.8070 0.0153
C -1.8303 -1.8019 0.9283
C -1.8319 -0.7718 1.7779
H -2.3648 0.1662 1.5413
C 2.2375 0.2702 -3.1992
C 1.2624 2.8848 -2.3382
C 3.3842 1.6082 -0.8521
C -3.4392 0.6098 -0.7464
C -1.8787 2.8876 -0.9584
C -1.7852 0.7893 -3.0329
C 1.0894 -2.0920 2.4423
C 2.5059 0.2740 2.2062
C 2.8640 -1.9164 0.2682
H -1.0383 -2.5513 0.8941
H -1.0075 -0.6011 2.4907
H 2.8935 0.9210 -3.7476
H 1.3072 0.0161 -3.7452
H 2.7142 -0.6704 -2.8691
H 2.0637 3.1678 -3.0180
H 1.1740 3.5909 -1.5073
H 0.3101 2.7893 -2.8753
H 4.0189 1.9961 -1.6460
H 3.8038 0.6863 -0.4304
H 3.2206 2.3529 -0.0690
H -4.0948 0.9150 -1.5758
H -3.7814 1.1447 0.1523
H -3.5823 -0.4691 -0.5855
H -2.7151 3.2647 -1.5695
H -0.9616 3.4275 -1.2322
H -2.1048 3.0775 0.1020
H -2.7972 1.0144 -3.3949
H -1.5556 -0.2701 -3.2170
H -1.0523 1.4215 -3.5519
H 1.9774 -2.6658 2.7363
H 0.3310 -2.8143 2.1144
H 0.7174 -1.5906 3.3397
H 3.2105 -0.2786 2.8393
H 1.8024 0.8115 2.8523
H 3.0649 1.0113 1.6141
H 3.3546 -2.5831 0.9872
H 3.6152 -1.2834 -0.2129
H 2.3530 -2.5208 -0.4995
C -0.4941 -4.3617 -2.6539
C -1.6574 -4.5096 -1.8348
C -2.4012 -5.6871 -1.8360
C -2.0563 -6.7531 -2.6922
C -0.9504 -6.6141 -3.5699
C -0.1921 -5.4318 -3.5695
Se 0.5698 -2.8482 -2.5206
H -0.5406 -0.9473 -1.3044
H -1.9200 -3.6474 -1.1963
H -3.2681 -5.7493 -1.1508
H -2.6598 -7.6698 -2.6790
H -0.7111 -7.4532 -4.2463
H 0.6461 -5.3184 -4.2683
N 0.6274 3.2696 1.7143
C 0.1471 3.5102 2.9623
C -0.8904 2.7189 3.5162
C -1.3090 2.9343 4.8310
C -0.7124 3.9434 5.5979
C 0.3021 4.7389 5.0622
C 0.7361 4.5334 3.7511
H 0.2706 2.5084 1.1422
H 1.3538 3.8426 1.2965
H -1.3152 1.9425 2.8933
H -2.0934 2.2916 5.2326
H -1.0545 4.0831 6.6245
H 0.7564 5.5087 5.6755
H 1.5416 5.1326 3.3403

Record 4
73
Properties=species:S:1:pos:R:3 method="wB97M-V/def2-TZVPD" orbital_gap_ev="7.81 / 3.67" spin_multiplicity=6 total_charge=+3 e_tot_ha=-4476.7334 homo_energy_ha="-0.5903 / -0.6018" mol_weight_g_mol=607.56 e_above_lowest_kcal_mol=78.3
Ru -1.2071 -0.2060 -0.1557
P -3.3345 -0.0666 -0.8783
P 0.0153 -2.4126 -0.4445
P -0.2344 2.1511 -0.5086
H 2.4804 -0.7426 -2.1613
C 3.0667 0.1026 -1.9013
C 3.7484 0.1235 -0.7343
H 3.7007 -0.7705 -0.1185
C -3.2792 -0.1306 -2.7133
C -3.8744 -1.6217 -0.1172
C -4.0111 1.4490 -0.1630
C 1.7563 -2.9247 -0.4519
C -0.6766 -3.4632 0.8752
C -0.5013 -3.3143 -2.0002
C 1.4493 2.9520 -0.4835
C -0.8967 3.2005 0.8745
C -0.8845 3.1162 -1.9775
H 2.5274 0.9590 -2.2131
H 3.5806 1.0023 -0.1066
H -4.3250 -0.3433 -3.0576
H -2.5398 -0.9081 -2.9961
H -2.8758 0.8359 -3.0746
H -4.9432 -1.7213 -0.3795
H -3.6874 -1.5585 0.9730
H -3.2463 -2.4221 -0.5496
H -5.0948 1.4417 -0.3865
H -3.5002 2.3064 -0.6277
H -3.8052 1.4489 0.9218
H 1.8384 -3.9663 -0.7680
H 2.1881 -2.8417 0.5420
H 2.3893 -2.3347 -1.1078
H -0.5224 -4.5217 0.6473
H -1.7486 -3.2921 0.9992
H -0.1580 -3.2209 1.8080
H -0.0318 -4.3127 -2.0902
H -0.2245 -2.7113 -2.8849
H -1.5937 -3.4540 -2.0047
H 1.3970 4.0264 -0.7285
H 2.1758 2.5120 -1.1689
H 1.9009 2.8873 0.5138
H -0.7196 4.2779 0.6926
H -0.3779 2.9113 1.8045
H -1.9790 3.0400 0.9801
H -0.5318 4.1719 -1.9913
H -1.9894 3.0909 -1.9825
H -0.5008 2.6290 -2.9030
C 1.5615 0.3952 -5.6407
C 2.8868 -0.0227 -5.2805
C 3.8747 -0.0756 -6.2440
C 3.5712 0.1639 -7.5950
C 2.2296 0.3923 -7.9827
C 1.2263 0.4542 -7.0121
Se 0.3766 0.8666 -4.3483
H -1.6853 -1.3917 -1.0269
H 3.0965 -0.2119 -4.2219
H 4.8946 -0.3010 -5.9340
H 4.3584 0.1574 -8.3436
H 1.9762 0.5276 -9.0380
H 0.1810 0.6150 -7.2802
N -1.2218 -0.0235 1.9765
C -0.2315 0.3366 3.0044
C 1.1564 0.2513 2.8506
C 1.9876 0.4689 3.9765
C 1.4364 0.7911 5.2177
C 0.0225 0.8279 5.3592
C -0.7917 0.5829 4.2616
H -1.4553 -0.9957 2.1495
H -2.0741 0.4635 2.2472
H 1.6153 0.0088 1.8831
H 3.0750 0.4225 3.9196
H 2.0430 0.9864 6.1142
H -0.4672 1.0556 6.3268
H -1.8786 0.5408 4.2965

Record 5
73
Properties=species:S:1:pos:R:3 method="wB97M-V/def2-TZVPD" orbital_gap_ev="3.82 / 5.66" spin_multiplicity=1 total_charge=+3 e_tot_ha=-2551.1799 homo_energy_ha="-0.5825 / -0.5834" mol_weight_g_mol=663.98 e_above_lowest_kcal_mol=0.0
Tl 1.2635 -0.6870 -0.8397
P 1.5037 1.9660 1.4522
P -1.5341 1.3083 2.4809
P -1.5504 2.8884 -0.8721
H 0.2939 -3.6356 -6.2713
C 0.4773 -2.6183 -6.6516
C 1.6376 -1.9762 -6.4633
H 2.4342 -2.3566 -5.8167
C 2.8998 0.9665 2.1452
C 1.3164 3.1218 2.8828
C 2.5487 3.0989 0.3969
C -3.1583 0.4303 2.3454
C -1.0241 0.5685 4.0865
C -2.1921 2.9204 3.1333
C -1.1828 3.2022 -2.5668
C -1.1661 4.4611 -0.0586
C -3.3361 2.6609 -0.7161
H -0.3210 -2.1717 -7.2606
H 1.8845 -1.0908 -7.0588
H 3.0453 0.0489 1.5527
H 2.6514 0.6798 3.1781
H 3.8238 1.5696 2.1334
H 1.0601 2.5501 3.7857
H 0.5077 3.8311 2.6595
H 2.2516 3.6790 3.0498
H 2.9174 2.5511 -0.4956
H 3.4061 3.4528 1.0160
H 1.9283 3.9587 0.0731
H -3.8008 0.7119 3.1980
H -2.9640 -0.6543 2.3661
H -3.6546 0.6918 1.3970
H -1.8186 0.7370 4.8283
H -0.0919 1.0164 4.4454
H -0.8660 -0.5101 3.9558
H -2.8933 2.7316 3.9637
H -2.7239 3.4663 2.3404
H -1.3578 3.5341 3.5020
H -1.9613 3.9247 -2.7885
H -1.2334 2.3081 -3.1820
H -0.1641 3.5827 -2.6226
H -1.8002 5.1314 -0.6674
H -0.1026 4.7026 -0.1821
H -1.4767 4.5049 0.9956
H -3.7039 3.4885 -1.3500
H -3.6891 2.7531 0.3259
H -3.6606 1.6901 -1.1378
C 0.6919 -0.6344 -3.8461
C -0.7196 -0.7849 -4.0264
C -1.2954 -2.0510 -3.8846
C -0.5513 -3.1985 -3.5647
C 0.8143 -3.0128 -3.3385
C 1.4730 -1.7728 -3.4540
S 1.3616 0.8867 -3.8471
H -0.8939 1.5688 -0.8853
H -1.3180 0.0403 -4.4461
H -2.3524 -2.1623 -4.1209
H -0.9897 -4.2141 -3.5876
H 1.4658 -3.8421 -3.0807
H 2.5785 -1.6880 -3.4648
C 1.3021 -5.9893 3.2913
C 1.1653 -4.6170 2.6996
C 1.3668 -3.4607 3.4583
C 1.2010 -2.2134 2.8551
N 0.8680 -2.1009 1.5691
C 0.6315 -3.2124 0.8447
C 0.7802 -4.4782 1.3701
H 2.3411 -6.1376 3.6074
H 0.6508 -6.1067 4.1666
H 1.0463 -6.7638 2.5511
H 1.6490 -3.4990 4.5010
H 1.3766 -1.3136 3.4427
H 0.3456 -3.1102 -0.2129
H 0.5882 -5.3213 0.7146

Record 6
93
Properties=species:S:1:pos:R:3 method="wB97M-V/def2-TZVPD" orbital_gap_ev=5.37 spin_multiplicity=1 total_charge=+1 e_tot_ha=-3274.3637 homo_energy_ha=-0.3619 mol_weight_g_mol=751.41
C 0.9605 3.3603 6.3577
B -0.5917 3.1960 6.1399
O -1.4278 2.9155 7.1539
C -1.1754 3.4371 4.6438
C -1.5524 4.7348 4.3078
C -1.3418 5.8030 5.3671
O -1.6729 7.1220 5.0078
N -0.4545 7.8613 4.6429
O -0.4285 8.8742 5.1792
C -2.0836 4.9847 3.0396
C -2.5893 6.3101 2.5445
O -2.1079 6.8055 1.5806
O -3.6282 6.8316 3.2069
C -2.1741 3.9410 2.1243
C -1.7870 2.6813 2.4955
N -1.2890 2.4393 3.7283
C -0.8649 1.0650 4.0358
F -0.8898 0.3862 2.8991
F 0.4067 1.0488 4.4314
C -1.7903 0.2642 5.0372
F -1.2630 0.2033 6.2626
F -1.8213 -1.0027 4.6003
C -3.2822 0.7116 5.0578
F -3.7535 0.7705 3.8153
F -3.9554 -0.2531 5.6811
F -3.4903 1.8312 5.7243
H 1.4831 3.2257 5.4107
H 1.3647 2.6647 7.0912
H 1.1735 4.3780 6.6901
H -1.0163 2.3582 7.8245
H -0.2814 5.7939 5.6352
H -1.8946 5.5618 6.2750
H -3.4502 7.7799 3.2870
H -2.5610 4.1212 1.1340
H -1.9001 1.8909 1.7627
O -1.6699 1.2275 -0.3193
P -2.4016 0.1660 -1.1212
N -1.0523 -0.5727 -1.8737
C -1.0440 -1.2100 -3.1696
C -0.2513 -1.3388 -0.9247
N -3.2796 1.2673 -2.1840
C -2.9391 1.3974 -3.6001
C -3.3711 2.6386 -1.6719
N -3.5097 -1.1770 -1.4188
C -4.3874 -1.2778 -2.5703
C -4.3530 -1.3385 -0.2058
H -1.5508 -2.1865 -3.1877
H -0.0072 -1.3833 -3.4643
H -1.4605 -0.5753 -3.9462
H -0.7802 -2.2484 -0.5993
H -0.0255 -0.7337 -0.0446
H 0.6977 -1.6330 -1.3745
H -1.8864 1.6693 -3.7477
H -3.5577 2.1737 -4.0534
H -3.1629 0.5063 -4.1817
H -2.4365 3.1939 -1.8196
H -3.6150 2.6554 -0.6113
H -4.1631 3.1739 -2.1986
H -5.0912 -0.4441 -2.6607
H -4.9689 -2.1961 -2.4630
H -3.8350 -1.4009 -3.4983
H -5.0153 -0.4756 -0.0516
H -3.7213 -1.4472 0.6836
H -4.9705 -2.2338 -0.2693
O 3.1474 -2.6367 -2.3801
P 4.0555 -3.3565 -3.3480
N 2.8535 -4.2901 -4.1392
C 2.9794 -5.6260 -4.6810
C 2.0797 -3.4772 -5.0845
N 4.9431 -4.2689 -2.1215
C 4.7550 -5.7069 -1.9564
C 4.8478 -3.6942 -0.7749
N 5.3148 -3.5411 -4.5603
C 6.3412 -4.5649 -4.5264
C 5.9961 -2.2272 -4.6993
H 3.5715 -5.6647 -5.6086
H 1.9846 -6.0087 -4.9187
H 3.3948 -6.3269 -3.9626
H 2.6835 -3.2563 -5.9788
H 1.7350 -2.5289 -4.6705
H 1.1919 -4.0207 -5.4092
H 3.7043 -5.9679 -1.7717
H 5.3455 -6.0570 -1.1077
H 5.1254 -6.2913 -2.7969
H 3.8881 -3.9290 -0.2983
H 4.9648 -2.6144 -0.7885
H 5.6417 -4.1046 -0.1469
H 6.9638 -4.5316 -3.6267
H 6.9920 -4.4111 -5.3899
H 5.9303 -5.5636 -4.6580
H 6.5423 -1.9538 -3.7869
H 5.2646 -1.4394 -4.9065
H 6.7015 -2.2342 -5.5297